Entry from OMol25: a molecular structure, C34H38N13ORe in a non-equilibrium geometry (ωB97M-V with the def2-TZVPD basis set).

Properties
charge: +3
<S²>: 0.76
HOMO energy (alpha / beta): -15.33 / -15.56 eV
2S+1: 2
LUMO (alpha / beta): -0.3714 / -0.3686 Eh

Atoms and positions in Å:
Re: 0.131835 -0.422533 0.395546
C: -4.814487 -0.631903 -0.840609
C: -3.448550 -0.948711 -0.795360
N: -2.608926 -0.378462 0.031174
C: -3.059169 0.577447 0.860833
C: -4.401394 1.040234 0.828109
C: -5.291274 0.372161 -0.037827
C: -4.755588 2.161103 1.607281
C: -3.801129 2.822882 2.335892
C: -2.491915 2.335191 2.426378
C: -2.130170 1.166041 1.776366
N: -0.959642 0.452553 1.963469
C: -0.588611 0.090503 3.226148
C: -1.045637 0.617219 4.439550
C: -0.587755 0.116753 5.657858
C: 0.238487 -0.981665 5.722540
C: 0.644140 -1.619285 4.530556
C: 1.364643 -2.829020 4.504962
C: 1.637761 -3.418991 3.294164
C: 1.237217 -2.784836 2.117207
N: 0.609632 -1.620259 2.102818
C: 0.274125 -1.050901 3.285394
H: -5.463544 -1.162172 -1.519330
H: -3.046184 -1.683081 -1.477266
H: -6.329787 0.673896 -0.077855
H: -5.776641 2.508430 1.578402
H: -4.063260 3.717585 2.875240
H: -1.762491 2.905505 2.980297
H: -1.783123 1.403614 4.453744
H: -0.914313 0.597157 6.566759
H: 0.556412 -1.386785 6.670076
H: 1.657306 -3.292404 5.433609
H: 2.152194 -4.364904 3.238491
H: 1.430772 -3.252143 1.161524
C: -1.830164 -4.715765 -0.258603
C: -1.233557 -3.416922 -0.699369
O: -0.945036 -2.543572 0.123047
N: -1.030037 -3.265244 -2.017056
C: -0.326978 -2.106471 -2.548358
C: 1.136804 -2.205321 -2.184376
C: 2.001252 -2.917001 -3.008852
C: 3.319446 -3.111153 -2.628049
C: 3.729259 -2.586528 -1.409919
C: 2.814939 -1.878632 -0.654979
N: 1.541825 -1.674374 -1.021683
H: -2.691603 -4.531530 0.380386
H: -1.098505 -5.259792 0.339651
H: -2.129722 -5.331565 -1.099671
H: -1.240215 -4.027409 -2.644891
H: -0.767522 -1.198968 -2.110732
H: -0.447528 -2.085824 -3.630939
H: 1.643377 -3.306580 -3.947777
H: 4.001735 -3.661375 -3.253129
H: 4.739415 -2.713864 -1.057793
H: 3.121271 -1.459047 0.293374
C: 2.876917 1.647259 -4.169348
C: 3.341132 1.365659 -2.751240
N: 2.189675 1.010219 -1.943397
C: 0.943422 1.496122 -2.107285
N: -0.018426 1.115457 -1.245388
C: -1.246136 1.903574 -1.280390
C: -1.088846 3.265967 -1.935431
C: -0.519010 3.034919 -3.317296
N: 0.729888 2.315604 -3.145593
C: 1.770749 2.683128 -4.094684
H: 2.514828 0.733530 -4.639009
H: 3.700085 2.034706 -4.765113
H: 3.829637 2.256693 -2.339607
H: 4.050008 0.537081 -2.717913
H: 2.346836 0.437377 -1.132605
H: -1.561785 2.051536 -0.248015
H: -2.024561 1.344567 -1.815401
H: -0.398289 3.890249 -1.366926
H: -2.053797 3.764398 -1.978751
H: -0.309429 3.979477 -3.823111
H: -1.207153 2.455103 -3.942389
H: 2.185824 3.654245 -3.802173
H: 1.292479 2.800165 -5.069136
N: 2.426066 4.193624 1.676313
N: 2.299909 2.874692 1.639089
N: 3.194874 2.062417 2.135080
C: 2.740588 0.869878 1.804500
N: 1.593091 0.975218 1.117122
N: 1.325471 2.268554 1.030636
H: 3.133043 4.546733 2.311485
H: 1.578213 4.731805 1.560998
H: 3.245309 -0.033241 2.078554

Atomic forces in eV per Å
-1.712 0.620 2.227
-0.164 0.165 0.039
-0.239 0.072 0.048
0.766 -0.213 0.027
-0.446 0.201 0.227
0.611 -0.155 0.012
0.101 -0.147 -0.173
0.122 0.108 0.086
-0.394 -0.020 -0.161
0.275 -0.496 -0.324
-1.130 0.657 0.081
1.375 -1.086 -3.304
0.637 -0.458 1.448
0.095 -0.107 -0.679
0.261 -0.283 0.263
-0.204 0.287 -0.180
0.000 0.173 -0.432
-0.080 0.090 -0.256
-0.012 0.037 0.103
0.188 -0.327 0.076
-0.038 0.256 -0.481
-0.250 0.417 0.692
-0.052 -0.015 -0.072
0.020 -0.147 -0.054
-0.029 -0.016 0.017
-0.100 0.113 0.030
-0.034 0.149 0.051
0.091 -0.077 0.178
0.070 0.013 0.025
-0.076 -0.020 0.099
0.000 -0.033 0.138
0.083 -0.091 0.123
0.039 -0.075 -0.026
-0.003 0.074 -0.033
-0.068 0.044 0.118
-0.227 -0.692 -0.686
0.753 1.040 0.386
0.068 0.065 -0.043
0.018 0.315 0.271
-0.158 -0.043 -0.373
0.154 0.138 0.193
-0.283 0.142 0.162
-0.137 0.100 -0.041
0.335 -0.142 0.043
-0.592 0.523 0.366
-0.026 0.064 0.011
0.034 0.010 -0.016
-0.038 -0.097 -0.039
-0.033 -0.009 0.156
0.158 -0.139 -0.292
-0.057 0.010 0.092
-0.100 -0.078 -0.113
0.120 -0.088 -0.119
0.112 -0.003 0.082
-0.037 0.045 0.066
-0.071 0.111 0.248
0.209 0.175 -0.230
0.065 -0.255 0.242
-0.347 -0.342 0.269
0.579 -0.497 0.186
-0.354 0.303 0.091
-0.004 -0.324 -0.151
-0.434 0.154 0.274
0.105 -0.137 -0.013
0.481 0.072 -0.287
-0.032 -0.076 -0.027
0.008 -0.011 -0.041
0.048 -0.103 -0.043
-0.009 0.055 0.006
-0.068 0.231 -0.216
-0.061 0.022 -0.251
-0.023 0.107 0.158
0.003 0.060 0.075
-0.056 0.037 -0.012
0.054 -0.126 0.002
0.015 0.103 0.008
-0.020 -0.002 -0.109
0.042 0.024 0.072
0.264 1.324 -0.187
-0.581 -1.889 -0.207
0.829 0.104 0.461
-0.152 0.196 0.005
0.424 -0.371 -0.044
-0.557 1.012 -0.443
-0.139 -0.312 0.013
-0.019 -0.273 0.074
0.035 -0.241 0.035

Entry from OMol25: a single C27H25N3O3 molecule in a non-equilibrium geometry (ωB97M-V with the def2-TZVPD basis set).

Properties
SMILES string: O=C1NC(=O)C([C@@H](/C=C/N(Cc2ccccc2)Cc2ccccc2)c2ccccc2)C(=O)N1
HOMO energy: -7.65 eV
LUMO: 0.0142 Eh

Atoms and positions in Å:
O: -0.140219 -4.382379 -4.536471
C: -0.527868 -3.533505 -3.769930
N: 0.098282 -2.279763 -3.573598
C: -0.185337 -1.293384 -2.614032
O: 0.444774 -0.251420 -2.750481
C: -1.283096 -1.475880 -1.514802
C: -0.974438 -1.193516 -0.055123
C: -0.327405 0.137853 0.364607
C: 0.970004 0.456126 0.080505
N: 1.652075 1.574304 0.463704
C: 3.061631 1.781713 0.038081
C: 3.957430 0.610470 0.353454
C: 5.093063 0.419163 -0.443699
C: 5.982550 -0.625583 -0.212232
C: 5.755417 -1.508815 0.861165
C: 4.634751 -1.304945 1.677392
C: 3.740296 -0.251675 1.429094
C: 1.036570 2.540405 1.374157
C: -0.240164 3.153055 0.823651
C: -1.334868 3.362148 1.685080
C: -2.550454 3.821929 1.181486
C: -2.675422 4.117734 -0.180397
C: -1.575417 3.967784 -1.023759
C: -0.357169 3.496220 -0.524608
C: -2.232028 -1.425267 0.866608
C: -2.415056 -2.602343 1.612510
C: -3.666069 -2.859688 2.216288
C: -4.695745 -1.915962 2.134705
C: -4.500186 -0.709691 1.475264
C: -3.224312 -0.443672 0.912080
C: -2.131445 -2.751253 -1.974307
O: -3.247827 -2.981955 -1.552305
N: -1.666099 -3.600960 -2.968054
H: 0.980762 -2.141520 -4.081537
H: -2.027316 -0.605241 -1.803859
H: -0.195387 -1.959188 0.148490
H: -0.942278 0.879112 0.916918
H: 1.612403 -0.220754 -0.506088
H: 3.371193 2.710255 0.543511
H: 3.071759 1.895311 -1.072695
H: 5.252442 1.165063 -1.221326
H: 6.864741 -0.753331 -0.839352
H: 6.435159 -2.338610 1.063646
H: 4.448863 -1.932771 2.557007
H: 2.915389 -0.082020 2.132028
H: 0.760188 2.042753 2.339921
H: 1.839905 3.272180 1.546827
H: -1.170900 3.149815 2.749710
H: -3.387120 3.973008 1.858510
H: -3.605310 4.488343 -0.587085
H: -1.622650 4.231166 -2.083234
H: 0.516616 3.397227 -1.182056
H: -1.593143 -3.321948 1.682133
H: -3.822160 -3.807101 2.742335
H: -5.693731 -2.134433 2.527463
H: -5.274236 0.050341 1.315800
H: -3.032703 0.505632 0.415258
H: -2.178719 -4.510551 -3.018386

Atomic forces in eV per Å
-0.412 0.563 0.561
0.243 1.346 0.879
0.198 -1.157 0.031
1.038 1.634 -0.010
-0.697 -1.007 0.577
-2.442 1.176 -4.048
1.020 -1.008 2.242
0.611 0.693 -0.562
-0.645 -0.821 -0.125
0.342 0.629 0.393
-1.446 -0.369 -0.341
0.622 -0.282 0.368
-0.253 0.093 0.193
-0.064 -0.272 0.482
-0.456 0.401 -0.161
-0.008 0.213 0.024
0.342 -0.091 0.228
0.202 -0.612 -0.048
-0.336 0.573 0.067
0.585 -0.135 -0.369
0.226 0.122 -0.031
0.413 -0.143 0.122
0.444 -0.009 0.010
-0.051 0.016 0.152
0.544 -0.159 -0.246
-0.639 0.155 -0.235
0.764 0.294 -0.066
-0.460 -0.179 -0.237
1.505 0.468 -0.504
-0.762 -0.515 -0.244
-1.021 0.770 1.314
0.964 0.317 0.134
0.209 -2.008 -0.497
-0.766 0.097 0.251
1.206 -1.572 0.237
-0.548 0.096 0.567
0.406 -0.901 -0.519
-0.545 0.208 0.271
0.214 -0.376 -0.439
0.135 0.339 0.710
0.189 -0.365 -0.097
-0.245 0.057 0.119
-0.173 0.301 -0.102
0.172 0.129 -0.464
0.200 -0.106 -0.478
0.375 0.294 -0.531
-0.624 0.079 0.259
-0.395 0.020 -0.412
0.078 -0.033 -0.143
-0.101 -0.022 0.069
-0.191 -0.076 0.353
-0.469 -0.098 0.225
-0.409 0.107 -0.105
0.042 0.416 -0.166
0.443 -0.054 -0.003
0.183 -0.469 0.422
-0.214 -0.105 -0.029
0.456 1.337 -0.048

> What is the formula in the first record?

C34H38N13ORe

> What is the formula in the second record?

C27H25N3O3